(1)
ORCA calculation (ωB97M-V/def2-TZVPD) on a 7-piece molecular cluster, C19H41IN10O15P overall in a non-equilibrium geometry.

```
87
Properties=species:S:1:pos:R:3:forces:R:3
C 4.275 -2.504 1.861 -3.8 2.5 -5.6
C 3.626 -2.204 0.745 2.4 -2.4 4.8
C 2.693 -2.168 -0.591 0.6 0.6 1.4
C 1.582 -0.984 -0.389 1.0 0.4 1.5
C 1.881 0.343 -1.253 0.8 -0.4 -0.1
C 0.565 1.196 -1.649 1.2 -0.2 -1.9
C 0.961 2.727 -1.961 0.3 0.1 -0.7
C -0.269 3.673 -2.417 0.9 1.1 -0.7
N -1.512 2.943 -2.809 0.3 0.5 0.9
N -0.551 1.012 -0.656 0.7 -4.6 2.4
P -0.373 2.148 0.705 1.2 1.0 1.3
O 0.150 1.251 2.112 -1.5 0.8 -1.5
I -2.608 3.157 1.144 0.3 -0.8 0.0
C -0.706 -0.382 -0.218 -0.4 0.9 -0.4
N -1.752 -0.630 0.625 0.9 0.5 -1.5
N 0.177 -1.526 -0.553 -0.4 3.3 0.0
C -0.062 -2.072 -1.932 -0.4 -1.2 -1.6
C -1.558 -1.878 -2.500 -0.4 -0.5 -0.9
C -2.699 -2.687 -1.655 -0.5 -0.4 -0.3
C -4.005 -1.793 -1.329 -1.6 3.4 -1.2
O -4.385 -0.777 -1.995 2.4 -4.6 2.7
O -4.820 -2.120 -0.155 2.6 1.2 -1.0
H 4.712 -2.472 2.918 -0.7 -0.3 -2.2
H 3.352 -1.876 -1.484 -1.0 -0.8 1.3
H 2.163 -3.197 -0.724 1.2 1.9 0.3
H 1.663 -0.688 0.738 -0.3 -0.5 -2.0
H 2.649 0.973 -0.640 -1.4 -1.0 -1.2
H 2.430 0.000 -2.220 -1.0 0.9 1.5
H 0.172 0.752 -2.655 0.5 0.8 1.9
H 1.698 2.691 -2.867 -1.3 -0.3 1.7
H 1.557 3.243 -1.111 -1.1 -1.1 -1.3
H 0.106 4.288 -3.338 -0.4 -1.0 1.7
H -0.437 4.471 -1.583 -0.2 -1.7 -1.4
H -1.403 2.397 -3.680 -0.1 1.0 0.7
H -2.293 3.621 -2.869 0.8 -0.8 -0.2
H -0.006 1.785 2.931 0.1 -0.5 -0.9
H -2.611 -0.075 0.434 1.1 -0.2 1.0
H -1.645 -1.284 1.421 -0.4 0.4 -1.2
H 0.677 -1.650 -2.732 -1.3 -0.4 1.6
H 0.190 -3.211 -1.879 -0.6 2.0 -0.1
H -1.567 -2.367 -3.560 0.2 1.0 1.9
H -1.850 -0.764 -2.694 0.5 -1.9 0.7
H -2.231 -3.178 -0.723 -1.1 1.0 -1.3
H -3.086 -3.572 -2.312 0.6 1.6 1.2
H -4.751 -1.279 0.384 -0.7 -1.2 -0.8
C 7.078 0.376 -0.212 0.3 -0.3 -0.1
N 5.888 1.117 -0.707 -0.1 0.2 0.0
O 5.187 0.561 -1.544 0.1 0.5 0.5
O 5.696 2.231 -0.240 -0.1 -0.8 -0.4
H 7.123 -0.591 -0.711 -0.1 0.2 0.1
H 7.959 0.974 -0.450 -0.2 0.0 0.1
H 6.963 0.250 0.864 0.0 0.1 -0.1
C -1.739 3.447 -7.557 -0.2 -0.2 -0.3
N -1.163 3.366 -6.189 0.2 0.3 0.2
O -1.106 2.258 -5.666 0.1 0.6 -0.3
O -0.787 4.414 -5.685 -0.2 -1.0 -0.2
H -2.029 2.447 -7.876 0.1 0.2 0.2
H -2.608 4.104 -7.509 0.2 0.0 0.0
H -0.971 3.855 -8.214 -0.1 0.1 0.1
C -7.407 -2.168 2.244 -0.2 -0.3 -0.1
N -6.743 -1.357 3.298 0.0 0.0 0.4
O -6.944 -1.672 4.462 0.4 0.5 -0.9
O -6.039 -0.428 2.918 -0.3 -0.5 0.3
H -7.995 -2.952 2.721 0.1 0.2 0.0
H -8.049 -1.500 1.670 0.2 0.0 0.0
H -6.624 -2.599 1.620 -0.1 0.2 0.0
C -8.513 -0.300 6.826 0.2 -0.3 -0.1
N -9.913 -0.252 7.324 -0.5 0.0 0.2
O -10.549 -1.297 7.311 0.3 0.8 0.1
O -10.325 0.833 7.710 0.2 -0.8 -0.3
H -8.283 -1.319 6.518 -0.2 0.2 0.1
H -8.441 0.384 5.980 0.0 0.0 0.2
H -7.862 0.012 7.643 -0.1 0.1 -0.1
C 3.438 -6.256 3.421 -0.3 0.1 -0.1
N 4.755 -5.957 4.042 0.5 0.0 0.2
O 4.992 -4.789 4.325 0.0 -0.7 -0.1
O 5.505 -6.904 4.225 -0.5 0.8 -0.1
H 2.879 -5.326 3.319 0.2 -0.1 0.1
H 3.629 -6.701 2.444 0.0 -0.1 0.2
H 2.915 -6.951 4.078 0.2 0.0 -0.1
C 8.284 5.048 0.609 -0.2 -0.1 0.3
N 8.955 4.386 -0.540 0.3 0.0 -0.4
O 8.801 3.178 -0.662 0.2 0.7 -0.1
O 9.613 5.101 -1.281 -0.5 -0.7 0.5
H 7.739 4.296 1.178 0.1 0.1 -0.2
H 9.059 5.508 1.222 -0.1 0.1 -0.2
H 7.602 5.796 0.206 0.2 0.0 0.0
```
Forces are in eV/Å.

Summary:
- 2S+1 = 1
- max |F| (hartree/bohr) = 0.1400
- highest occupied orbital energy (eV) = -11.372
- total charge = +1



(2)
ORCA calculation (ωB97M-V/def2-TZVPD) on a 2-piece molecular cluster, C4H14N3 overall in a non-equilibrium geometry.

```
21
Properties=species:S:1:pos:R:3:forces:R:3
C 0.256 1.976 -0.731 -0.8 2.3 0.0
C 0.998 -0.992 1.416 1.0 -1.9 -0.8
C 1.427 -1.451 -1.132 -0.2 0.6 3.5
C -1.550 0.212 0.471 -1.7 1.1 -4.2
N -2.312 1.071 -0.513 -0.3 -0.8 -0.1
N -0.387 -0.126 -0.310 0.4 -2.2 -1.4
N 0.520 -0.924 0.011 0.8 2.0 1.1
H -0.334 2.856 -1.117 1.3 0.2 0.5
H 0.786 2.181 0.193 -0.4 0.2 0.2
H 0.959 1.743 -1.481 0.5 -0.7 -1.0
H 0.404 -0.458 2.117 -1.0 0.1 0.3
H 1.102 -2.085 1.630 -0.1 1.0 0.3
H 1.974 -0.526 1.494 0.3 -0.1 -0.3
H 1.199 -2.476 -1.092 -0.4 -1.5 -0.8
H 0.996 -0.901 -1.927 0.6 0.2 -1.3
H 2.503 -1.425 -0.792 -1.1 0.8 -0.8
H -2.006 -0.721 0.565 -1.0 -1.6 0.7
H -1.482 0.777 1.311 0.6 1.2 2.8
H -3.065 1.754 -0.337 0.8 -0.9 0.8
H -0.782 1.541 -0.702 0.8 0.0 -0.2
H -2.450 0.633 -1.426 -0.1 -0.1 0.6
```
Forces are in eV/Å.

Summary:
- 2S+1 = 1
- max |F| (hartree/bohr) = 0.0904
- highest occupied orbital energy (eV) = -13.311
- total charge = +1